# 1
Below is a molecular structure, C25H28N2O3 in a non-equilibrium geometry, with properties calculated with ωB97M-V with the def2-TZVPD basis set.

XYZ file:
```
58
Properties=species:S:1:pos:R:3
C -1.66 -1.93 1.38
C -2.65 -2.71 0.57
H -3.31 -3.07 1.27
H -2.29 -3.54 -0.04
C -3.58 -1.98 -0.53
C -4.38 -0.81 0.45
C -5.43 -1.24 1.43
C -6.07 -0.18 1.90
C -5.80 1.17 1.84
C -4.70 1.52 1.08
C -4.08 0.84 0.34
N -3.11 1.18 -0.64
C -2.47 2.14 -0.80
O -2.82 3.43 -0.09
C -1.35 2.34 -1.85
H -1.76 1.90 -2.55
H -1.00 3.23 -1.81
O -0.22 1.61 -1.21
C 0.00 0.45 -1.59
O -1.05 -0.23 -1.91
C 1.13 -0.25 -1.20
C 2.08 0.63 -0.44
C 3.38 0.03 -0.17
C 3.45 -1.45 -0.20
C 2.48 -2.11 -1.13
C 1.40 -1.62 -1.26
H 0.50 -2.39 -1.66
H 2.63 -3.19 -1.03
N 4.68 -1.88 0.16
C 5.46 -0.75 0.53
C 4.63 0.49 0.26
C 5.02 1.74 0.53
C 6.60 1.84 0.83
C 7.04 0.52 1.66
H 8.09 0.69 1.90
H 6.56 0.86 2.67
C 6.84 -0.69 0.82
H 6.97 -1.51 1.95
H 7.51 -0.78 0.18
H 6.76 2.88 1.35
H 7.11 1.65 -0.01
H 4.59 2.54 0.13
H 4.47 2.02 1.63
H 5.09 -2.92 0.09
H 1.97 1.66 -0.57
H -2.42 0.30 -1.12
H -4.42 2.50 1.05
H -6.16 1.72 2.56
H -6.81 -0.45 2.58
H -5.72 -2.09 1.40
H -2.86 -1.32 -1.13
C -4.56 -2.58 -1.27
H -4.99 -1.90 -1.95
H -3.98 -3.40 -1.76
H -5.15 -3.26 -0.48
H -1.11 -2.50 2.17
H -2.16 -1.19 1.83
H -1.09 -1.49 0.64
```

The energy above the lowest of the compared OMol25 structures with the same formula, charge and spin is 459.2 kcal per mole. The calculation puts the lowest unoccupied orbital energy at -0.5290 eV. As for the total energy: -35483.36889 eV. The spin multiplicity is 1. The HOMO energy is -7.8 eV. The HOMO-LUMO gap comes out at 0.267 Eh.

---

# 2
Below is C2HCl4F2NS3 in the gas phase in a non-equilibrium geometry, with properties calculated with ωB97M-V with the def2-TZVPD basis set.

XYZ file:
```
13
Properties=species:S:1:pos:R:3
C -3.07 0.81 -0.46
C 2.36 -1.42 -0.09
N 1.09 1.44 0.92
F -2.46 1.12 -1.62
F 2.98 -0.41 0.43
S -1.66 0.67 1.11
S 0.64 -1.62 0.67
S 0.22 0.57 0.08
Cl -3.98 -0.64 -0.67
Cl -4.13 2.10 0.04
Cl 2.44 -1.19 -1.88
Cl 3.42 -2.74 0.39
H 2.16 1.31 1.07
```

The energy above the lowest of the compared OMol25 structures with the same formula, charge and spin is 15.8 kcal per mole. The calculation puts the lowest unoccupied orbital energy at -0.8026 eV. As for the total energy: -91607.26077 eV. The spin multiplicity is 1. The HOMO energy is -9.1 eV. The HOMO-LUMO gap comes out at 0.306 Eh.

---

# 3
Below is a molecular structure, C15H26BNO4 in a non-equilibrium geometry, with properties calculated with ωB97M-V with the def2-TZVPD basis set.

XYZ file:
```
47
Properties=species:S:1:pos:R:3
O -4.93 1.10 3.50
O -3.11 2.11 4.35
O 1.52 -0.05 0.75
O -0.55 0.01 -0.57
B 0.25 0.45 0.52
C -3.72 1.18 3.57
N -3.41 -1.10 2.82
C 1.59 1.33 -2.20
C 3.69 0.87 -0.86
C -0.29 1.64 1.41
C 1.67 -1.46 -3.23
C -1.76 1.91 1.08
C 2.82 -1.06 -2.29
C -0.23 -2.36 -0.33
C 2.74 -1.80 -0.90
C 0.25 -1.18 -2.65
C 2.47 0.26 -1.53
C -2.71 0.72 1.27
C 1.70 -0.68 -0.51
C 0.25 -1.07 -1.06
C -2.84 0.24 2.75
H -3.80 2.72 4.70
H -3.38 -1.43 3.77
H -4.40 -0.97 2.65
H 0.56 1.26 -1.86
H 1.67 1.32 -3.26
H 1.91 2.34 -1.88
H 3.40 1.67 -0.17
H 4.39 1.23 -1.61
H 4.20 0.08 -0.26
H -0.09 1.48 2.46
H 0.28 2.53 1.16
H 1.83 -2.53 -3.48
H 1.75 -0.88 -4.16
H -1.85 2.23 0.02
H -2.10 2.75 1.72
H 3.80 -1.07 -2.79
H 0.10 -2.41 0.73
H 0.14 -3.20 -0.86
H -1.32 -2.41 -0.36
H 2.36 -2.82 -0.87
H 3.68 -1.72 -0.36
H -0.44 -1.97 -2.94
H -0.20 -0.27 -3.06
H -2.32 -0.16 0.74
H -3.73 0.92 0.91
H -1.87 0.25 3.20
```

The energy above the lowest of the compared OMol25 structures with the same formula, charge and spin is 0.0 kcal per mole. The calculation puts the lowest unoccupied orbital energy at 0.6709 eV. As for the total energy: -26335.53030 eV. The spin multiplicity is 1. The HOMO energy is -9.4 eV. The HOMO-LUMO gap comes out at 0.371 Eh.

---

# 4
Below is C3H4S2 in the gas phase in a non-equilibrium geometry, with properties calculated with ωB97M-V with the def2-TZVPD basis set.

XYZ file:
```
9
Properties=species:S:1:pos:R:3
C -0.64 1.14 -0.54
S 0.73 0.12 -1.32
C 0.91 -1.18 -0.10
C 0.31 -1.18 1.06
S -0.36 -1.05 2.49
H -0.52 1.35 0.58
H -1.50 0.60 -0.70
H -0.67 2.08 -1.09
H 1.75 -1.89 -0.38
```

The energy above the lowest of the compared OMol25 structures with the same formula, charge and spin is 27.7 kcal per mole. The calculation puts the lowest unoccupied orbital energy at -0.5729 eV. As for the total energy: -24844.44198 eV. The spin multiplicity is 1. The HOMO energy is -7.9 eV. The HOMO-LUMO gap comes out at 0.268 Eh.

---

# 5
Below is C16H19FN2O3 in the gas phase, with properties calculated with ωB97M-V with the def2-TZVPD basis set.

XYZ file:
```
41
Properties=species:S:1:pos:R:3
C -2.82 -2.20 1.59
C -2.70 -1.08 0.62
C -1.63 -0.82 -0.17
C -0.40 -1.61 -0.16
O -0.20 -2.63 0.47
O 0.53 -1.08 -0.97
C 1.79 -1.74 -1.04
C 2.69 -1.41 0.16
C 2.97 0.08 0.22
C 3.99 -2.21 0.05
C -1.63 0.39 -1.08
C -0.71 1.48 -0.55
C 0.19 2.12 -1.39
C 1.00 3.13 -0.92
C 0.90 3.50 0.41
F 1.69 4.48 0.88
C 0.01 2.88 1.28
C -0.80 1.87 0.79
N -2.98 0.91 -1.24
C -4.00 0.74 -0.38
O -5.05 1.35 -0.44
N -3.79 -0.25 0.57
H -3.10 -1.82 2.57
H -3.61 -2.88 1.26
H -1.89 -2.75 1.66
H 1.61 -2.82 -1.08
H 2.24 -1.40 -1.97
H 2.16 -1.72 1.07
H 3.56 0.32 1.10
H 2.03 0.64 0.28
H 3.51 0.41 -0.66
H 4.63 -1.99 0.90
H 3.79 -3.28 0.03
H 4.52 -1.94 -0.86
H -1.26 0.09 -2.07
H 0.26 1.82 -2.42
H 1.71 3.63 -1.56
H -0.04 3.20 2.31
H -1.50 1.38 1.45
H -3.09 1.66 -1.90
H -4.59 -0.46 1.16
```

The energy above the lowest of the compared OMol25 structures with the same formula, charge and spin is 0.0 kcal per mole. The calculation puts the lowest unoccupied orbital energy at 0.6398 eV. As for the total energy: -28742.21563 eV. The spin multiplicity is 1. The HOMO energy is -8.9 eV. The HOMO-LUMO gap comes out at 0.350 Eh.

---

# 6
Below is a molecular structure, C14H13N3O3Ti, with properties calculated with ωB97M-V with the def2-TZVPD basis set.

XYZ file:
```
34
Properties=species:S:1:pos:R:3
Ti 0.65 -0.26 -0.12
O -3.03 -1.14 -0.51
C -1.85 -1.16 -0.62
N -0.92 -1.07 0.46
C -1.43 -0.48 1.72
C -1.10 1.00 1.69
C -1.78 1.96 2.41
C -1.40 3.29 2.30
C -0.34 3.64 1.47
C 0.31 2.65 0.78
N -0.07 1.35 0.87
C -1.17 -1.19 -1.97
C -1.80 -1.64 -3.10
C -1.10 -1.60 -4.30
C 0.20 -1.11 -4.33
C 0.78 -0.66 -3.17
N 0.11 -0.70 -1.99
H -0.96 -0.96 2.57
H -2.50 -0.64 1.79
H -2.61 1.66 3.04
H -1.93 4.05 2.85
H -0.02 4.67 1.37
H 1.14 2.88 0.12
H -2.81 -2.01 -3.02
H -1.56 -1.96 -5.21
H 0.77 -1.07 -5.25
H 1.79 -0.28 -3.14
C 3.37 -1.09 2.52
C 3.22 -1.68 1.17
O 3.73 -2.58 0.64
O 2.11 -1.01 0.36
H 4.21 -1.58 3.00
H 2.46 -1.27 3.11
H 3.54 -0.02 2.46
```

The calculation puts the lowest unoccupied orbital energy at -8.6153 eV. As for the total energy: -48443.43487 eV. The spin multiplicity is 1. The HOMO energy is -17.2 eV. The HOMO-LUMO gap comes out at 0.316 Eh. The net charge is +2.

---

# 7
Below is 2 unconnected molecules or ions with the total composition C12H10N7O6S in a non-equilibrium geometry, with properties calculated with ωB97M-V with the def2-TZVPD basis set.

XYZ file:
```
36
Properties=species:S:1:pos:R:3
O -0.68 -3.19 5.43
N -1.73 -2.77 4.92
O -2.80 -2.67 5.57
C -1.75 -2.38 3.53
C -2.91 -1.91 2.96
C -2.96 -1.48 1.64
N -4.21 -0.97 1.11
O -5.15 -0.78 1.92
O -4.31 -0.73 -0.10
C -1.83 -1.48 0.83
N -0.74 -1.96 1.35
N 0.53 -2.14 0.73
N 1.22 -2.68 1.74
N 0.63 -2.89 2.92
C -0.63 -2.44 2.71
H -3.80 -1.86 3.57
H -1.87 -1.07 -0.16
C 4.64 2.05 -3.30
C 3.24 1.89 -2.82
C 2.52 2.98 -2.36
C 1.22 2.84 -1.91
C 0.63 1.59 -1.89
S -1.04 1.40 -1.25
N -0.69 1.41 0.29
O -1.77 2.58 -1.70
O -1.44 0.03 -1.67
C 1.33 0.49 -2.35
C 2.63 0.64 -2.81
H 5.06 1.11 -3.63
H 4.69 2.75 -4.15
H 5.28 2.45 -2.51
H 2.99 3.96 -2.37
H 0.65 3.69 -1.57
H -1.01 2.25 0.87
H 0.85 -0.47 -2.35
H 3.18 -0.22 -3.17
```

The calculation puts the lowest unoccupied orbital energy at 0.7572 eV. As for the total energy: -46150.49582 eV. The spin multiplicity is 1. The HOMO energy is -4.9 eV. The HOMO-LUMO gap comes out at 0.210 Eh. The net charge is -1.

---

# 8
Below is a molecular structure, C33H36F3N3OPtS2, with properties calculated with ωB97M-V with the def2-TZVPD basis set.

XYZ file:
```
79
Properties=species:S:1:pos:R:3
Pt 0.57 -0.97 -0.89
F -6.86 -1.64 4.99
C -7.04 -1.60 3.67
F -7.73 -2.70 3.32
F -7.82 -0.54 3.39
C -5.73 -1.52 2.92
C -5.76 -1.42 1.53
C -4.58 -1.34 0.82
C -3.36 -1.36 1.49
C -3.34 -1.47 2.88
C -4.52 -1.54 3.59
C -2.13 -1.25 0.75
C -1.10 -1.15 0.12
H -6.72 -1.41 1.02
H -4.60 -1.28 -0.26
H -2.39 -1.48 3.40
H -4.51 -1.62 4.67
N 2.37 -0.64 -2.01
S 1.89 -0.68 -3.57
C 3.06 0.13 -4.61
C 3.20 -0.41 -5.88
C 4.08 0.20 -6.77
C 4.80 1.31 -6.37
C 4.66 1.83 -5.08
C 3.78 1.24 -4.19
C 0.51 0.46 -3.55
C 0.40 1.62 -4.27
C -0.69 2.45 -4.03
C -1.64 2.13 -3.08
C -1.53 0.95 -2.35
C -0.45 0.11 -2.59
H 2.66 0.32 -1.78
H 2.64 -1.29 -6.18
H 4.20 -0.20 -7.76
H 5.49 1.78 -7.06
H 5.24 2.69 -4.77
H 3.67 1.65 -3.19
H 1.15 1.89 -5.01
H -0.79 3.37 -4.60
H -2.48 2.79 -2.91
H -2.27 0.67 -1.61
H -0.60 -1.00 -2.34
C -3.27 3.12 0.52
C -1.91 2.73 1.02
C -1.77 1.86 2.10
C -0.53 1.49 2.57
C 0.61 2.00 1.95
C 0.50 2.87 0.87
C -0.76 3.22 0.41
S 2.23 1.58 2.52
C 2.15 2.21 4.19
O 2.25 0.06 2.69
H -4.05 2.78 1.19
H -3.46 2.68 -0.46
H -3.35 4.20 0.41
H -2.66 1.47 2.58
H -0.43 0.80 3.40
H 1.39 3.27 0.40
H -0.85 3.91 -0.43
H 1.32 1.73 4.72
H 2.00 3.29 4.14
H 3.09 1.98 4.68
N 3.12 -3.55 2.46
C 3.80 -2.44 1.71
C 3.05 -2.11 0.44
N 1.64 -1.75 0.72
C 0.98 -2.88 1.42
C 1.68 -3.19 2.73
H 3.60 -3.73 3.34
H 3.16 -4.42 1.92
H 4.82 -2.76 1.49
H 3.82 -1.58 2.38
H 3.06 -2.94 -0.27
H 3.55 -1.28 -0.05
H 1.68 -0.96 1.40
H 0.97 -3.74 0.75
H -0.06 -2.61 1.62
H 1.21 -4.03 3.24
H 1.69 -2.32 3.38
```

The energy above the lowest of the compared OMol25 structures with the same formula, charge and spin is 16.8 kcal per mole. The calculation puts the lowest unoccupied orbital energy at -5.5627 eV. As for the total energy: -74376.97784 eV. The spin multiplicity is 1. The HOMO energy is -12.8 eV. The HOMO-LUMO gap comes out at 0.266 Eh. The net charge is +2.

---

# 9
Below is a gas-phase ion, C3H8OS2 (charge +1) in a non-equilibrium geometry, with properties calculated with ωB97M-V with the def2-TZVPD basis set.

XYZ file:
```
14
Properties=species:S:1:pos:R:3
C -0.43 0.43 0.13
C 0.45 1.55 -0.38
O 1.81 1.14 -0.21
C -0.18 -0.77 -0.79
S -0.40 -2.42 0.05
S -1.75 -2.47 1.50
H -1.48 0.68 0.08
H -0.06 0.17 1.13
H 0.27 1.69 -1.45
H 0.37 2.54 0.05
H 2.41 1.83 0.14
H 0.83 -0.78 -1.19
H -0.81 -0.82 -1.68
H -1.03 -2.76 2.61
```

The energy above the lowest of the compared OMol25 structures with the same formula, charge and spin is 11.2 kcal per mole. The calculation puts the lowest unoccupied orbital energy (alpha / beta) at -4.5842 / -8.4528 eV. As for the total energy: -26949.50130 eV. The spin multiplicity is 2. As for the expectation value of S²: 0.755. The HOMO energy (alpha / beta) is -14.1 / -14.1 eV. The HOMO-LUMO gap (alpha / beta) comes out at 0.351 / 0.208 Eh. The net charge is +1.

---

# 10
Below is 15 unconnected molecules or ions with the total composition H30O15 in a non-equilibrium geometry, with properties calculated with ωB97M-V with the def2-TZVPD basis set.

XYZ file:
```
45
Properties=species:S:1:pos:R:3
H -0.16 -0.02 0.72
H -0.35 -0.95 -0.46
H -3.55 1.97 0.57
H -4.25 3.25 0.13
H 2.26 -3.94 -1.53
H 2.04 -3.98 -3.03
H -1.44 3.09 2.70
H -1.18 1.70 2.14
H 1.85 -0.47 3.36
H 2.71 -1.61 2.84
H -1.70 -3.64 -1.46
H -2.83 -2.83 -0.84
H 0.94 -0.34 -1.94
H 1.81 -0.04 -0.73
H 0.63 -1.51 -4.78
H -0.57 -1.77 -5.67
H 0.23 2.55 -3.78
H -0.08 2.50 -2.29
H 0.29 -5.39 1.87
H -0.26 -4.26 2.71
H 0.31 0.32 4.23
H -0.86 -0.48 4.78
H -1.59 0.53 -1.47
H -2.77 -0.09 -0.74
H 1.23 2.17 2.41
H 1.72 3.30 1.52
H -1.49 2.83 -1.24
H -1.26 4.04 -0.36
H 3.37 1.79 -0.43
H 3.85 1.05 0.81
O -0.67 -0.78 0.43
O -3.40 2.80 0.10
O 2.65 -4.27 -2.34
O -0.86 2.61 2.10
O 2.60 -1.03 3.60
O -1.90 -3.07 -0.71
O 1.51 0.34 -1.56
O -0.18 -2.02 -4.82
O -0.30 2.08 -3.13
O 0.27 -4.43 1.93
O 0.10 -0.48 4.74
O -2.50 0.71 -1.20
O 1.06 3.09 2.20
O -1.08 3.70 -1.24
O 3.80 0.97 -0.15
```

The energy above the lowest of the compared OMol25 structures with the same formula, charge and spin is 114.8 kcal per mole. The calculation puts the lowest unoccupied orbital energy at -0.3556 eV. As for the total energy: -31196.68930 eV. The spin multiplicity is 1. The HOMO energy is -10.1 eV. The HOMO-LUMO gap comes out at 0.357 Eh.